Record 1
This record from the Open Molecules 2025 dataset describes a structure of composition C23H29CeCl5NO2P2 in a non-equilibrium geometry. The level of theory is ωB97M-V/def2-TZVPD.

Summary:
LUMO (spin up / spin down) = -0.406 / -0.274 eV
Energy = -124018.5330 eV
2S+1 = 2
Net charge = 0
Relative energy (zero: lowest compared OMol25 entry of this formula, charge and spin) = 1.748 eV
<S²> = 0.8712

Positions of all 63 atoms, in Å:
C 2.704 -2.816 -1.686
C 2.052 -1.942 -0.766
N 0.740 -1.570 -1.083
C 0.082 -2.172 -2.101
C 0.697 -3.092 -2.945
C 2.037 -3.434 -2.739
C 2.718 -1.477 0.389
P 2.010 -0.607 1.810
Ce -0.431 -0.097 0.565
P -1.998 -0.200 -1.801
C -1.407 -1.922 -2.268
C -0.226 2.520 1.484
C -0.597 2.191 2.825
C -1.571 3.038 3.440
C -2.202 4.061 2.720
C -1.934 4.255 1.358
C -1.006 3.452 0.730
O 5.676 0.910 -1.991
O 1.184 2.859 -1.320
H 3.774 -2.942 -1.480
H 0.043 -3.614 -3.650
H 2.548 -4.121 -3.440
C 2.240 -1.788 3.169
C 3.303 0.622 2.182
H -1.615 -2.035 -3.342
H -1.999 -2.662 -1.688
H 6.620 0.836 -1.834
H 3.810 -1.657 0.371
C -3.817 -0.422 -1.783
C -1.775 0.631 -3.418
H -0.031 1.442 3.417
H -1.841 2.942 4.496
H -2.932 4.760 3.155
H -2.408 5.030 0.768
H -0.787 3.523 -0.332
H 0.398 1.907 0.769
H 2.133 2.489 -1.307
H 0.819 2.127 -1.842
H 5.619 0.948 -2.972
H 1.019 2.246 1.395
H 3.316 -1.953 3.328
H 1.803 -1.315 4.060
H 1.734 -2.739 2.945
H 4.228 0.155 2.567
H 3.555 1.240 1.304
H 2.848 1.251 2.960
H -2.498 0.266 -4.164
H -1.927 1.712 -3.283
H -0.759 0.467 -3.805
H -4.210 -0.644 -2.789
H -4.106 -1.228 -1.092
H -4.265 0.515 -1.422
Cl -3.117 0.047 1.805
C -2.778 -1.665 2.150
C -1.583 -2.140 1.638
C -1.286 -3.495 1.815
Cl 0.185 -4.111 1.152
C -2.143 -4.352 2.539
Cl -1.740 -6.008 2.733
C -3.342 -3.834 3.104
Cl -4.384 -4.851 3.994
C -3.669 -2.467 2.899
Cl -5.118 -1.812 3.534

Atomic partial charges in e from the Löwdin method, atoms 1 to 5: atom 1 (C): -0.051, atom 2 (C): -0.395, atom 3 (N): -0.066, atom 4 (C): -0.368, atom 5 (C): -0.081

***

Record 2
This record from the Open Molecules 2025 dataset describes a structure of composition C23H29Cl4F6FeNO18S2 in a non-equilibrium geometry. The level of theory is ωB97M-V/def2-TZVPD.

Summary:
LUMO (spin up / spin down) = -4.282 / -8.583 eV
Energy = -185094.7574 eV
2S+1 = 6
Net charge = +1
<S²> = 9.2116

Positions of all 84 atoms, in Å:
Fe -0.586 1.889 -1.728
Cl 2.806 1.345 -2.542
O 3.190 0.174 -3.288
O 2.792 2.458 -3.405
O 1.365 1.214 -2.207
O 3.612 1.505 -1.376
C 0.478 -1.353 0.253
F 1.521 -1.032 -0.518
F 0.572 -2.640 0.561
F 0.539 -0.595 1.325
S -1.131 -1.069 -0.773
O -0.675 -1.111 -2.150
O -2.101 -2.046 -0.383
N -1.431 0.626 -0.522
S -2.358 0.751 0.815
O -2.107 -0.241 1.840
O -2.322 2.136 1.245
C -4.174 0.480 0.268
F -4.605 1.563 -0.347
F -4.264 -0.531 -0.608
F -4.941 0.252 1.319
C 2.485 5.259 1.248
C 1.785 4.560 0.320
C 0.878 3.457 0.762
O 0.267 2.780 -0.065
C 0.832 3.181 2.163
C 1.555 3.898 3.033
C 2.481 5.030 2.666
O 3.111 5.672 3.473
O 1.380 3.678 4.342
O 1.752 4.827 -0.987
H 3.101 6.045 0.825
H 0.133 2.417 2.479
H 2.052 4.219 4.796
H 2.167 5.674 -1.191
C -0.401 -0.367 4.779
C -0.849 0.799 5.245
C -0.938 1.098 6.681
O -1.282 2.196 7.074
C -0.498 0.022 7.549
C -0.079 -1.175 7.110
C 0.057 -1.457 5.659
O 0.541 -2.485 5.228
O 0.398 -2.148 7.899
O -1.341 1.740 4.413
H -0.357 -0.621 3.729
H -0.515 0.276 8.602
H 0.571 -2.913 7.324
H -1.647 2.471 4.976
C -5.894 -2.628 -2.693
Cl -7.426 -3.546 -2.839
Cl -5.803 -1.326 -3.860
Cl -4.536 -3.752 -2.897
H -5.847 -2.229 -1.687
C -0.473 1.850 -5.552
C -0.769 0.725 -4.563
O -1.471 1.245 -3.409
C -2.876 0.931 -3.378
C -3.665 1.495 -4.551
H -0.151 1.364 -6.474
H -1.285 2.553 -5.716
H 0.397 2.406 -5.194
H -1.375 -0.026 -5.071
H 0.144 0.201 -4.289
H -3.054 -0.145 -3.328
H -3.289 1.339 -2.456
H -3.856 2.553 -4.359
H -4.673 1.087 -4.485
H -3.199 1.316 -5.515
C 5.240 -5.328 0.129
C 3.695 -5.313 0.222
O 3.103 -5.040 -1.055
C 3.138 -3.728 -1.477
C 2.558 -3.590 -2.866
H 5.597 -4.393 -0.295
H 5.656 -5.750 1.039
H 5.446 -6.092 -0.626
H 3.332 -6.282 0.555
H 3.400 -4.539 0.933
H 2.583 -3.026 -0.834
H 4.209 -3.471 -1.556
H 1.595 -4.074 -3.033
H 3.253 -4.132 -3.514
H 2.479 -2.563 -3.219

Atomic partial charges in e from the Löwdin method, atoms 1 to 5: atom 1 (Fe): 0.914, atom 2 (Cl): 0.674, atom 3 (O): -0.328, atom 4 (O): -0.310, atom 5 (O): -0.446

***

Record 3
This record from the Open Molecules 2025 dataset describes a structure of composition C23H29Cl5F2N6ORu in a non-equilibrium geometry. The level of theory is ωB97M-V/def2-TZVPD.

Summary:
LUMO (spin up / spin down) = -1.951 / -4.989 eV
Energy = -105930.0629 eV
2S+1 = 6
Net charge = +1
Relative energy (zero: lowest compared OMol25 entry of this formula, charge and spin) = 0.800 eV
<S²> = 8.7618

Positions of all 67 atoms, in Å:
Ru 1.017 0.221 -0.674
C 3.060 2.654 2.314
N 1.724 2.099 2.204
C 0.869 2.777 1.258
C 1.479 0.780 2.426
N 0.600 0.175 1.646
C -0.182 -0.872 2.053
C -0.618 -1.020 3.377
C -1.342 -2.128 3.758
C -1.631 -3.128 2.832
C -1.302 -2.954 1.504
C -0.621 -1.807 1.078
N -0.312 -1.573 -0.241
C -1.142 -1.813 -1.241
N -0.627 -2.043 -2.477
C 0.804 -2.194 -2.591
C -1.303 -1.588 -3.678
N -2.489 -1.814 -1.084
C -3.351 -2.749 -1.770
C -3.129 -1.009 -0.072
N 2.188 0.127 3.383
C 2.392 -1.300 3.302
C 2.505 0.708 4.667
H 3.401 2.977 1.326
H 3.757 1.911 2.686
H 3.061 3.513 2.985
H 1.079 3.844 1.296
H -0.178 2.603 1.508
H 1.053 2.412 0.210
H -0.375 -0.259 4.104
H -1.649 -2.231 4.787
H -2.119 -4.035 3.155
H -1.556 -3.706 0.774
H 1.158 -2.956 -1.895
H 1.345 -1.238 -2.362
H 1.060 -2.491 -3.605
H -2.248 -1.110 -3.436
H -1.485 -2.424 -4.357
H -0.685 -0.850 -4.196
H -2.767 -3.405 -2.410
H -4.101 -2.227 -2.370
H -3.872 -3.356 -1.024
H -2.489 -0.171 0.198
H -3.372 -1.585 0.825
H -4.052 -0.612 -0.495
H 2.325 -1.626 2.266
H 1.668 -1.861 3.897
H 3.391 -1.524 3.676
H 2.250 1.762 4.686
H 3.565 0.579 4.894
H 1.932 0.192 5.444
Cl -1.364 5.139 -5.859
C -1.187 4.012 -4.587
C 0.042 3.378 -4.359
Cl 1.383 3.739 -5.362
C 0.161 2.468 -3.324
Cl 1.662 1.702 -2.984
C -0.930 2.114 -2.478
O -0.839 1.226 -1.578
C -2.149 2.813 -2.722
Cl -3.475 2.477 -1.696
C -2.274 3.733 -3.749
Cl -3.766 4.536 -4.002
F 3.029 -1.334 -0.033
C 3.238 0.011 -0.388
F 3.725 -0.061 -1.671
H 4.059 0.372 0.252

Atomic partial charges in e from the Löwdin method, atoms 1 to 5: atom 1 (Ru): 1.420, atom 2 (C): -0.040, atom 3 (N): -0.137, atom 4 (C): -0.051, atom 5 (C): -0.374

***

Record 4
This record from the Open Molecules 2025 dataset describes an isolated molecule of C23H29ClFN3O4. The level of theory is ωB97M-V/def2-TZVPD.

Summary:
LUMO = 0.454 eV
Energy = -52221.9581 eV
Net charge = 0
SMILES string = COc1cc(N)c(Cl)cc1C(=O)N[C@H]1CCN(CCCOc2ccc(F)cc2)C[C@H]1OC
Relative energy (zero: lowest compared OMol25 entry of this formula, charge and spin) = 0.215 eV

Positions of all 61 atoms, in Å:
C -1.821 -0.317 4.443
O -2.467 -0.137 3.204
C -3.833 -0.074 3.157
C -4.615 -0.101 4.301
C -6.010 -0.054 4.249
N -6.762 -0.138 5.384
C -6.608 0.013 2.985
Cl -8.340 0.077 2.871
C -5.842 0.038 1.845
C -4.450 0.005 1.894
C -3.770 0.028 0.565
O -4.388 -0.201 -0.462
N -2.460 0.358 0.555
C -1.680 0.343 -0.661
C -0.598 1.417 -0.620
C 0.193 1.377 -1.933
N 0.832 0.101 -2.173
C 2.006 -0.151 -1.350
C 3.008 -1.033 -2.100
C 4.327 -1.132 -1.333
O 4.967 0.117 -1.167
C 5.620 0.691 -2.212
C 6.136 1.966 -1.962
C 6.841 2.647 -2.931
C 7.031 2.047 -4.164
F 7.721 2.709 -5.121
C 6.533 0.790 -4.437
C 5.824 0.111 -3.461
C -0.140 -0.970 -2.163
C -1.037 -1.039 -0.906
O -0.270 -1.461 0.218
C -0.881 -2.437 1.024
H -2.149 -1.236 4.938
H -1.982 0.538 5.108
H -0.761 -0.393 4.207
H -4.159 -0.161 5.277
H -6.325 0.070 6.264
H -7.739 0.089 5.292
H -6.301 0.082 0.869
H -1.959 0.439 1.425
H -2.378 0.535 -1.484
H 0.073 1.215 0.217
H -1.051 2.399 -0.479
H -0.490 1.564 -2.768
H 0.958 2.156 -1.940
H 2.491 0.806 -1.147
H 1.751 -0.619 -0.392
H 2.612 -2.041 -2.229
H 3.173 -0.601 -3.088
H 5.003 -1.853 -1.810
H 4.130 -1.470 -0.311
H 5.972 2.401 -0.989
H 7.242 3.630 -2.743
H 6.696 0.348 -5.407
H 5.443 -0.871 -3.691
H -0.796 -0.834 -3.029
H 0.383 -1.920 -2.274
H -1.837 -1.768 -1.092
H -0.164 -2.670 1.811
H -1.811 -2.077 1.475
H -1.096 -3.347 0.451

Atomic partial charges in e from the Löwdin method, atoms 1 to 5: atom 1 (C): -0.068, atom 2 (O): -0.120, atom 3 (C): -0.205, atom 4 (C): 0.033, atom 5 (C): -0.341

***

Record 5
This record from the Open Molecules 2025 dataset describes a structure of composition C23H29F5NO2P2STl in a non-equilibrium geometry. The level of theory is ωB97M-V/def2-TZVPD.

Summary:
LUMO = -0.289 eV
Energy = -77597.1659 eV
Net charge = 0

Positions of all 64 atoms, in Å:
C -1.033 2.897 -3.501
C -1.082 1.878 -2.512
N 0.091 1.537 -1.889
C 1.273 2.088 -2.185
C 1.343 3.093 -3.157
C 0.178 3.503 -3.802
C -2.309 1.185 -2.218
P -2.461 0.020 -0.910
Tl -0.029 -0.039 0.111
P 2.464 0.003 -0.672
C 2.547 1.679 -1.433
C -0.222 -2.106 1.098
C -0.734 -1.885 2.359
C -0.577 -2.905 3.318
C -0.107 -4.163 2.935
C 0.295 -4.380 1.615
C 0.260 -3.324 0.674
O -1.583 -0.734 -4.465
O 1.099 -1.074 -4.253
H -1.961 3.180 -3.991
H 2.321 3.511 -3.381
H 0.222 4.296 -4.552
C -3.347 0.648 0.554
C -3.291 -1.526 -1.437
H 3.377 1.662 -2.159
H 2.754 2.418 -0.639
H -2.076 -0.125 -3.869
H -3.182 1.502 -2.802
C 3.459 0.014 0.846
C 3.338 -1.122 -1.799
H -1.228 -0.960 2.642
H -0.828 -2.707 4.353
H -0.057 -4.977 3.669
H 0.646 -5.369 1.317
H 0.609 -3.510 -0.341
H -0.144 -2.669 -2.530
H 1.262 -1.999 -4.495
H 0.110 -0.975 -4.292
H -1.892 -0.509 -5.351
H 0.237 -2.047 -2.425
H -4.392 0.878 0.295
H -3.317 -0.132 1.336
H -2.847 1.555 0.934
H -4.375 -1.374 -1.579
H -2.846 -1.897 -2.378
H -3.131 -2.281 -0.647
H 4.398 -0.818 -1.897
H 3.281 -2.131 -1.351
H 2.826 -1.120 -2.779
H 4.511 0.249 0.618
H 3.044 0.737 1.568
H 3.382 -0.997 1.281
F -0.314 1.718 7.284
C -0.229 1.703 5.933
C -0.983 2.587 5.160
F -1.849 3.432 5.765
C -0.791 2.651 3.775
F -1.682 3.347 3.022
C 0.264 1.950 3.135
S 0.777 2.244 1.517
C 0.885 0.957 3.934
F 1.638 -0.023 3.321
C 0.668 0.848 5.301
F 1.342 -0.090 6.022

Atomic partial charges in e from the Löwdin method, atoms 1 to 5: atom 1 (C): -0.041, atom 2 (C): -0.373, atom 3 (N): 0.009, atom 4 (C): -0.340, atom 5 (C): -0.058

***

Record 6
This record from the Open Molecules 2025 dataset describes a structure of composition C23H29FeN2O2S2. The level of theory is ωB97M-V/def2-TZVPD.

Summary:
LUMO (spin up / spin down) = 0.381 / 0.249 eV
Energy = -87451.1839 eV
2S+1 = 6
Net charge = 0
Relative energy (zero: lowest compared OMol25 entry of this formula, charge and spin) = 1.091 eV
<S²> = 8.7597

Positions of all 59 atoms, in Å:
Fe -0.988 -1.741 -0.521
C -2.638 -0.156 2.380
N -1.816 0.255 1.247
C -0.561 0.827 1.717
C -2.547 1.229 0.427
C -2.359 1.057 -1.061
C -2.781 2.106 -1.880
C -2.710 1.998 -3.254
C -2.214 0.829 -3.818
C -1.777 -0.197 -2.996
C -1.819 -0.111 -1.598
H -2.953 0.708 2.986
H -2.079 -0.838 3.015
H -3.522 -0.683 2.022
H -0.734 1.738 2.310
H 0.070 1.076 0.864
H -0.030 0.110 2.343
H -2.254 2.254 0.702
H -3.615 1.149 0.658
H -3.174 3.012 -1.431
H -3.044 2.813 -3.883
H -2.170 0.724 -4.895
H -1.367 -1.088 -3.457
O 0.757 -1.676 0.680
N 0.845 -2.103 1.928
C 1.921 -1.711 2.646
C 2.102 -2.118 3.937
C 1.138 -2.953 4.517
C 0.048 -3.332 3.782
C -0.130 -2.907 2.450
S -1.448 -3.343 1.477
H 2.594 -1.061 2.109
H 2.972 -1.785 4.482
H 1.252 -3.295 5.536
H -0.720 -3.968 4.194
C 2.081 4.342 0.358
C 2.106 2.940 -0.179
C 1.161 2.509 -1.105
C 1.169 1.209 -1.584
C 2.134 0.327 -1.125
C 3.081 0.730 -0.196
C 3.070 2.036 0.264
S 2.128 -1.377 -1.673
C 2.784 -1.087 -3.334
O 0.691 -1.719 -1.962
H 1.329 4.944 -0.150
H 3.051 4.826 0.232
H 1.851 4.341 1.424
H 0.394 3.192 -1.447
H 0.409 0.873 -2.278
H 3.819 0.025 0.165
H 3.811 2.356 0.987
H 2.174 -0.345 -3.842
H 2.748 -2.037 -3.862
H 3.813 -0.746 -3.243
C -1.912 -3.354 -1.628
H -2.524 -3.969 -0.975
H -1.098 -3.939 -2.054
H -2.517 -2.895 -2.405

Atomic partial charges in e from the Löwdin method, atoms 1 to 5: atom 1 (Fe): 0.808, atom 2 (C): -0.114, atom 3 (N): -0.272, atom 4 (C): -0.083, atom 5 (C): -0.174

***

Record 7
This record from the Open Molecules 2025 dataset describes a structure of composition C23H29N3O in a non-equilibrium geometry. The level of theory is ωB97M-V/def2-TZVPD.

Summary:
LUMO = 0.324 eV
Energy = -30817.8164 eV
Net charge = 0
Relative energy (zero: lowest compared OMol25 entry of this formula, charge and spin) = 23.583 eV

Positions of all 56 atoms, in Å:
C -0.753 2.287 -2.490
C -1.295 1.297 -1.798
C -1.316 -0.175 -2.124
C -1.286 -1.027 -1.213
C -1.249 -2.285 -1.710
C -1.484 -2.601 -2.834
C -1.692 -1.565 -3.756
C -1.351 -0.367 -3.496
H -1.443 0.414 -4.234
H -1.654 -2.008 -4.879
H -1.336 -3.769 -2.937
C -0.996 -3.327 -0.313
N -0.221 -2.795 0.430
C 0.979 -2.375 0.334
O 1.604 -2.562 -0.886
N 1.475 -1.408 1.260
C 0.687 -0.800 2.142
H -0.284 -0.559 1.925
C 1.542 0.331 2.678
N 1.614 1.332 1.643
C 1.517 2.718 1.497
C 1.357 3.458 0.531
C 1.146 4.700 0.432
C 0.781 5.473 1.646
C 1.200 4.657 2.676
C 1.188 3.306 2.696
H 1.150 2.976 3.534
H 0.831 5.154 3.703
H 0.582 6.584 1.536
H 1.032 5.260 -0.634
H 1.671 2.824 -0.556
C 2.380 0.724 0.294
H 3.135 1.226 0.060
C 2.680 -0.652 0.622
H 3.065 -1.172 -0.208
H 3.554 -0.860 1.639
H 1.692 0.594 -0.556
H 2.195 0.275 3.377
H 0.794 0.960 3.416
H 0.769 -1.462 3.313
H -0.780 -2.703 1.555
C -2.645 -3.437 0.549
H -2.896 -2.472 0.716
H -3.323 -3.787 -0.485
H -2.339 -4.185 1.172
C -0.715 -4.837 -0.967
H 0.167 -4.611 -1.488
H -0.595 -5.411 -0.129
H -1.260 -5.290 -1.487
H -1.159 -0.621 0.010
C -1.749 1.773 -0.393
H -1.897 2.853 -0.351
H -1.050 1.356 0.322
H -2.894 1.304 -0.235
H -0.382 1.999 -3.490
H -0.743 3.289 -2.058

Atomic partial charges in e from the Löwdin method, atoms 1 to 5: atom 1 (C): 0.031, atom 2 (C): -0.289, atom 3 (C): -0.239, atom 4 (C): -0.019, atom 5 (C): -0.205